1.
Molecular formula: C42H63O32
Method: DFT, ωB97M-V with the def2-TZVPD basis set

XYZ file:
```
137
Properties=species:S:1:pos:R:3
C -12.43895 14.33942 18.84796
C -11.25243 14.90520 19.64541
O -10.67878 14.17705 20.49331
O -10.90370 16.09449 19.37869
H -13.35213 14.43348 19.44310
H -12.36859 13.26648 18.66616
H -12.54291 14.88723 17.91203
C -12.11338 16.54856 23.59210
C -10.65176 16.50116 23.30365
C -10.12164 17.62352 22.41629
O -8.95415 18.06530 23.09728
C -8.80631 17.44292 24.28502
O -7.87831 17.57780 25.00277
O -9.87016 16.64664 24.52077
H -12.40665 15.71884 24.24357
H -12.72463 16.35457 22.70085
H -12.57303 17.43791 24.02744
H -10.37226 15.50757 22.94709
H -10.85286 18.40223 22.18296
H -9.76792 17.29132 21.43821
C -15.93679 7.37574 17.15092
C -16.09375 8.62525 17.98811
C -16.12205 8.39751 19.50869
O -15.21005 9.39113 20.00504
C -14.50553 9.92401 18.99302
O -13.55015 10.62138 19.13180
O -14.89831 9.39423 17.81200
H -15.03485 6.84473 17.45528
H -15.87638 7.67387 16.10595
H -16.77668 6.68958 17.27095
H -16.99100 9.17353 17.69051
H -15.73420 7.40062 19.73345
H -17.07089 8.56569 20.00778
C -14.68363 19.52644 19.51902
C -13.92805 18.61942 18.58133
C -14.25183 17.11933 18.64264
O -14.39561 16.75950 17.26993
C -14.17166 17.84311 16.48656
O -14.11797 17.77977 15.30538
O -14.21698 18.97549 17.20951
H -15.76123 19.47347 19.35377
H -14.43952 20.56744 19.28893
H -14.35714 19.33638 20.54121
H -12.86122 18.76118 18.75376
H -15.18678 16.89591 19.15131
H -13.43436 16.69158 19.22182
C -7.71063 14.27636 18.79561
C -6.81056 15.15596 19.58714
C -7.39520 15.82654 20.84239
O -6.38301 15.68252 21.83199
C -5.48200 14.76411 21.41962
O -4.55736 14.37819 22.05010
O -5.71356 14.40412 20.13298
H -8.13135 13.41114 19.31396
H -7.18737 13.77131 17.97313
H -8.53958 14.80948 18.32292
H -6.41565 16.00026 19.01103
H -8.36844 15.37994 21.07970
H -7.56428 16.89235 20.68812
C -17.90441 13.94992 16.62190
C -16.70683 13.39893 15.86165
C -15.95883 12.23876 16.56006
O -15.73956 11.31711 15.49955
C -16.55003 11.59896 14.46124
O -16.69585 10.91943 13.50100
O -17.24776 12.72131 14.69866
H -18.49609 13.10091 16.96523
H -18.48745 14.56108 15.93897
H -17.51653 14.48802 17.47989
H -15.99747 14.16576 15.55234
H -16.57011 11.79263 17.34484
H -15.05557 12.68478 16.97203
C -11.50273 11.77373 16.34047
C -10.35842 11.99218 17.28834
C -10.35794 11.09792 18.54335
O -9.01656 10.58120 18.55129
C -8.30995 10.98633 17.48109
O -7.18234 10.68072 17.29789
O -9.10681 11.66802 16.63348
H -11.54259 10.74614 15.97652
H -11.50306 12.41888 15.46016
H -12.43050 11.99644 16.86991
H -10.26791 13.03427 17.60954
H -11.11450 10.31750 18.51865
H -10.40897 11.69203 19.45556
C -17.67765 15.19358 24.33034
C -17.38136 15.83982 22.99031
C -16.04227 16.56574 22.91705
O -15.61905 16.28612 21.58344
C -16.23932 15.14931 21.15919
O -15.94931 14.64546 20.12757
O -17.21950 14.80425 22.00234
H -18.72926 14.90527 24.34617
H -17.48950 15.87420 25.16056
H -17.05622 14.30952 24.45840
H -18.17217 16.52713 22.67721
H -15.34000 16.11793 23.62918
H -16.11152 17.61960 23.17432
C -8.44415 18.23614 17.49668
C -9.87856 18.62912 17.80295
C -10.14857 19.28223 19.14007
O -11.14145 20.27549 18.80798
C -11.06322 20.55020 17.47280
O -11.67498 21.40915 16.94102
O -10.15543 19.74116 16.89950
H -7.78516 18.94074 18.00429
H -8.23085 18.31253 16.43331
H -8.30158 17.20376 17.81919
H -10.59666 17.84141 17.57236
H -9.26576 19.81584 19.50261
H -10.53199 18.59450 19.88426
C -10.88279 15.78262 15.09704
C -9.41335 15.68298 14.70895
C -8.82522 14.27177 14.77308
O -8.09755 14.13913 13.55288
C -8.35650 15.19788 12.75053
O -7.80958 15.40079 11.72120
O -9.26232 16.02105 13.32386
H -11.53856 15.64574 14.24094
H -11.10989 16.65202 15.70572
H -11.10233 14.92082 15.74346
H -8.83350 16.33954 15.36037
H -9.62023 13.52535 14.81511
H -8.17870 14.13658 15.63718
C -12.18393 11.22189 22.32516
C -12.28772 12.64088 22.79982
C -13.43449 13.43996 22.13113
O -14.35400 13.67159 23.19127
C -13.74637 13.42312 24.37961
O -14.14779 13.86019 25.41066
O -12.63490 12.71955 24.20905
H -13.15429 10.75492 22.14553
H -11.59751 10.57152 22.97496
H -11.65237 11.22645 21.37008
H -11.34632 13.17970 22.71980
H -13.84770 12.73205 21.40953
H -13.03042 14.26704 21.55378
```

The calculation puts the energy relative to the best compared isomer or geometry (same formula, charge and spin) at 46.3 kJ/mol. The calculation puts the electronic energy at -4046.1907 Ha. As for the charge: -1.


2.
Molecular formula: C42H64B2F2O33S5
Method: DFT, ωB97M-V with the def2-TZVPD basis set

XYZ file:
```
148
Properties=species:S:1:pos:R:3
O -2.71213 -0.27998 0.77280
C -1.79580 0.42456 0.39270
O -1.13773 0.29180 -0.73569
B 0.02842 1.16298 -0.82065
O -0.14992 1.99487 0.40229
C -1.13231 1.56248 1.16916
O -1.40385 1.86830 2.30909
O 0.14905 1.90646 -2.06871
C 1.39099 1.69066 -2.56078
O 1.93337 2.24073 -3.53657
C 2.09114 0.52355 -1.76613
O 1.20038 0.24896 -0.79319
O 3.17123 -0.03863 -1.97769
O -8.72482 -1.26010 -1.02259
C -7.56154 -1.47258 -0.54602
O -6.91619 -2.60107 -0.10163
B -5.53881 -2.21900 0.27183
O -5.46936 -0.72529 0.14141
C -6.54214 -0.31316 -0.37874
O -6.80652 0.90319 -0.67277
O -4.60954 -2.90399 -0.63716
C -3.89474 -3.73176 0.15962
O -3.06730 -4.59634 -0.16057
C -4.17815 -3.46811 1.60469
O -5.18484 -2.59094 1.65994
O -3.72909 -4.10387 2.54173
F -2.23909 -1.13889 -7.88853
C -2.07729 -1.25037 -6.55775
C -0.85238 -0.95559 -5.96988
C -0.72094 -0.92245 -4.57850
C -1.80365 -1.30216 -3.78838
C -3.03412 -1.57330 -4.34594
C -3.12386 -1.65231 -5.73472
H 0.01448 -0.73597 -6.57547
H 0.21851 -0.73765 -4.07882
H -1.65570 -1.46777 -2.73146
H -3.76870 -1.99856 -3.67815
H -4.00281 -1.96154 -6.28081
F 5.50285 0.95116 1.96621
C 5.22274 1.79863 1.01725
C 4.79425 3.07644 1.46719
C 4.38225 4.03919 0.58673
C 4.47112 3.68818 -0.76398
C 4.93368 2.48412 -1.21661
C 5.26003 1.46986 -0.30208
H 4.80987 3.34611 2.51286
H 4.07412 5.01089 0.94344
H 4.22523 4.42897 -1.51041
H 4.95295 2.27814 -2.27661
H 5.67940 0.54354 -0.66605
C -0.60296 -4.12134 4.10625
S 0.51736 -2.67190 4.13634
O 0.79535 -2.32042 5.61168
C -0.68969 -1.47402 3.47572
H 0.04194 -4.99692 4.18083
H -1.13625 -4.29195 3.17105
H -1.29026 -3.94509 4.93368
H -1.66768 -1.77458 3.85158
H -0.68945 -1.68849 2.40703
H -0.46346 -0.44124 3.74085
C -1.48525 1.66561 5.62335
S -1.45233 0.06970 6.61297
O 0.06800 -0.21285 6.87308
C -2.20268 0.92225 8.06393
H -0.94759 1.59513 4.67780
H -1.05233 2.46424 6.22574
H -2.52202 1.85482 5.34514
H -1.62149 1.83221 8.21323
H -2.09910 0.25486 8.91947
H -3.24637 1.21355 7.94579
C -4.64228 3.15274 1.26209
S -5.10461 3.43221 3.03783
O -3.85808 3.29370 3.91584
C -5.17143 5.26597 2.92850
H -3.77508 3.72006 0.92414
H -5.56558 3.39781 0.73715
H -4.45903 2.08107 1.18438
H -5.46538 5.71401 3.87769
H -5.96147 5.57652 2.24477
H -4.15836 5.55746 2.65132
C -6.73770 -0.67644 4.60117
S -5.30340 0.43619 4.89824
O -4.62510 -0.26500 6.10741
C -4.40366 -0.21773 3.38431
H -7.19566 -0.53111 3.62278
H -7.58679 -0.45520 5.24785
H -6.39021 -1.69461 4.77635
H -3.36685 0.11029 3.45875
H -4.73075 0.15187 2.41245
H -4.32879 -1.30082 3.48134
C 1.07677 -5.38017 0.04186
S 0.65494 -3.65858 0.53935
O 1.97109 -3.05075 1.09643
C 0.49911 -2.98693 -1.15429
H 0.43103 -5.74683 -0.75606
H 0.91873 -6.12193 0.82475
H 2.15020 -5.42947 -0.14100
H 0.19304 -1.94472 -1.06356
H -0.40371 -3.39383 -1.60976
H 1.41198 -3.22117 -1.70193
C 4.46719 -2.68655 -1.06108
O 5.17667 -3.14242 -2.27426
C 6.32784 -3.69405 -2.25200
O 7.00596 -3.86620 -1.23110
O 6.61416 -3.86631 -3.54599
C 7.93565 -4.10708 -4.00981
H 4.60490 -3.30722 -0.17570
H 3.39332 -2.54866 -1.18711
H 4.94879 -1.72660 -0.87490
H 7.82677 -4.49971 -5.02079
H 8.26771 -4.95140 -3.40569
H 8.75288 -3.38589 -3.99863
C -0.74736 3.10907 -5.13187
O -1.86086 2.77313 -4.34289
C -2.39177 3.66078 -3.44731
O -1.92560 4.78068 -3.20107
O -3.42269 3.09350 -2.74333
C -3.91118 1.76752 -2.94154
H -0.11575 3.79165 -4.56331
H -1.08831 3.65348 -6.01248
H -0.10946 2.31879 -5.52765
H -3.13472 1.16099 -2.47535
H -4.02535 1.46180 -3.98154
H -4.83984 1.59295 -2.39819
C 4.60827 -0.08814 -4.62013
O 5.76938 -0.30395 -5.39909
C 6.63539 0.69678 -5.67791
O 6.55694 1.85094 -5.29515
O 7.64898 0.14985 -6.36986
C 8.66905 0.98964 -6.88536
H 3.86629 0.60032 -5.02458
H 4.84290 0.30597 -3.63133
H 4.17555 -1.04028 -4.31306
H 8.24980 1.70670 -7.59115
H 9.34892 0.25356 -7.31441
H 9.17378 1.40023 -6.01085
C 1.84397 3.68830 4.13669
O 1.70440 2.43798 4.86113
C 2.00235 1.17369 4.41452
O 1.83564 0.22775 5.13033
O 2.31064 1.18955 3.07973
C 2.13976 0.07115 2.25929
H 1.65951 4.51857 4.81841
H 1.10805 3.85099 3.34926
H 2.79145 3.84814 3.62208
H 2.25014 0.53578 1.27948
H 1.17785 -0.42388 2.39260
H 2.88331 -0.70250 2.45085
```

The expectation value of S² is 0.7589. The multiplicity is 2. The calculation puts the electronic energy at -6362.3111 Ha. As for the charge: -1.


3.
Molecular formula: C42H68BN7OPPt
Method: DFT, ωB97M-V with the def2-TZVPD basis set

XYZ file:
```
121
Properties=species:S:1:pos:R:3
Pt -1.17595 0.03920 -0.53313
C -2.18450 -3.32657 0.22630
C -2.67295 -2.24375 1.12276
C -3.57470 -2.33281 2.18555
C -3.85368 -1.03026 2.54242
C -4.77721 -0.51966 3.59696
N -3.13297 -0.22060 1.73934
N -2.38067 -0.96980 0.88861
B -3.29380 1.29611 1.54272
N -3.60077 1.53526 0.02001
N -2.89711 0.91290 -0.98242
C -3.56565 1.08575 -2.12072
C -3.15257 0.46821 -3.41072
C -4.70383 1.85955 -1.86582
C -4.70254 2.10330 -0.50750
C -5.71278 2.83457 0.31178
N -2.07368 2.09515 2.02037
N -0.82953 1.71736 1.63361
C 0.01573 2.42582 2.36730
C 1.48031 2.33127 2.09924
C -0.67962 3.26269 3.26302
C -2.01378 3.01197 3.01756
C -3.22540 3.57789 3.68404
H -1.96641 -4.24331 0.77580
H -1.29705 -2.99206 -0.29707
H -2.94458 -3.55572 -0.52376
H -3.99500 -3.22735 2.61499
H -5.22093 -1.35880 4.12904
H -5.58234 0.07762 3.16808
H -4.25098 0.10314 4.32165
H -4.24793 1.66395 2.15931
H -2.55438 -0.41846 -3.22089
H -2.56193 1.15112 -4.02383
H -4.03976 0.18468 -3.97681
H -5.45876 2.15269 -2.57664
H -6.41675 3.34243 -0.34480
H -5.24611 3.57704 0.95932
H -6.27309 2.15146 0.95111
H 1.63696 1.57460 1.33308
H 2.04861 2.06937 2.99260
H 1.88275 3.27904 1.73073
H -0.27145 3.94746 3.98957
H -2.94320 4.42285 4.30951
H -3.71441 2.83664 4.31849
H -3.96385 3.92129 2.95924
O 0.57834 -0.88702 0.10787
P 1.77290 -1.82189 0.02570
C 2.35755 -2.30576 1.68748
C 2.51603 -1.08197 2.63055
C 1.57319 -1.12369 3.83439
C 0.16184 -1.45864 3.36737
C 0.11667 -2.87789 2.77004
C 1.50489 -3.38653 2.37371
C 3.14217 -1.06309 -0.92688
C 3.21296 0.47747 -0.87297
C 4.15538 1.07452 0.16972
C 5.53634 0.43597 0.11163
C 5.41568 -1.06931 0.30958
C 4.53647 -1.70553 -0.76260
C 1.30008 -3.40069 -0.76738
C 2.40107 -4.46700 -0.95556
C 3.10031 -4.42484 -2.31510
C 2.09686 -4.44156 -3.46116
C 1.17345 -3.23571 -3.34858
C 0.41809 -3.25680 -2.02368
H 3.34846 -2.73370 1.49739
H 2.28541 -0.17429 2.08370
H 3.55353 -0.99051 2.95538
H 1.59899 -0.15508 4.33798
H 1.91577 -1.85568 4.57143
H -0.14250 -0.73106 2.60736
H -0.55164 -1.37143 4.18792
H -0.53503 -2.87393 1.90061
H -0.32127 -3.58222 3.48075
H 1.42707 -4.28643 1.76289
H 2.05556 -3.69730 3.26492
H 2.79307 -1.29664 -1.93882
H 2.20948 0.87997 -0.76213
H 3.56206 0.80052 -1.85947
H 3.75465 0.95696 1.17845
H 4.22348 2.15221 -0.00452
H 6.19541 0.86977 0.86555
H 5.99437 0.63865 -0.86347
H 5.01141 -1.26590 1.30740
H 6.39783 -1.54482 0.28149
H 4.46837 -2.78014 -0.59100
H 5.04880 -1.59005 -1.72447
H 0.63720 -3.78401 0.01110
H 1.91157 -5.44252 -0.86444
H 3.13104 -4.43223 -0.14247
H 3.78908 -5.26899 -2.38524
H 3.70943 -3.52243 -2.41091
H 1.50028 -5.36005 -3.41730
H 2.61442 -4.44894 -4.42166
H 0.45076 -3.22027 -4.16827
H 1.76189 -2.31715 -3.44603
H -0.25573 -4.12102 -2.03699
H -0.22641 -2.38558 -1.91597
C -0.11108 5.34452 -2.07557
N -0.62019 4.31386 -1.13381
C -2.00163 3.89241 -1.49811
C 0.31062 3.11374 -0.94086
C 0.41798 2.19182 -2.11405
C 1.22869 2.59948 -3.18252
C 1.46683 1.77840 -4.26555
C 0.89411 0.51183 -4.26080
C 0.11654 0.10399 -3.19150
C -0.16161 0.90702 -2.06825
H -0.76952 6.20845 -2.02828
H -0.11651 4.92624 -3.07776
H 0.90001 5.62242 -1.78815
H -0.67020 4.74035 -0.20875
H -1.94677 3.34297 -2.43300
H -2.62013 4.77974 -1.61044
H -2.37826 3.25034 -0.70956
H -0.10051 2.58791 -0.08360
H 1.27410 3.55588 -0.67687
H 1.72819 3.56238 -3.13389
H 2.10067 2.10455 -5.07975
H 1.06099 -0.16644 -5.08989
H -0.30116 -0.89090 -3.23436
```

The calculation puts the energy relative to the best compared isomer or geometry (same formula, charge and spin) at 0.0 kJ/mol. The calculation puts the electronic energy at -2585.2565 Ha. As for the charge: +1.